{
  "formula": "C66H174N8O34",
  "method": "wB97M-V/def2-TZVPD",
  "species": ["C", "C", "O", "O", "H", "H", "H", "H", "H", "H", "C", "C", "O", "O", "H", "H", "H", "H", "H", "H", "C", "C", "O", "O", "H", "H", "H", "H", "H", "H", "C", "C", "O", "O", "H", "H", "H", "H", "H", "H", "C", "C", "O", "O", "H", "H", "H", "H", "H", "H", "C", "C", "O", "O", "H", "H", "H", "H", "H", "H", "C", "C", "O", "O", "H", "H", "H", "H", "H", "H", "C", "C", "O", "O", "H", "H", "H", "H", "H", "H", "C", "C", "O", "O", "H", "H", "H", "H", "H", "H", "C", "O", "C", "C", "N", "C", "C", "O", "C", "H", "H", "H", "H", "H", "H", "H", "H", "H", "H", "H", "H", "H", "H", "H", "C", "O", "C", "C", "N", "C", "C", "O", "C", "H", "H", "H", "H", "H", "H", "H", "H", "H", "H", "H", "H", "H", "H", "H", "C", "O", "C", "C", "N", "C", "C", "O", "C", "H", "H", "H", "H", "H", "H", "H", "H", "H", "H", "H", "H", "H", "H", "H", "C", "O", "C", "C", "N", "C", "C", "O", "C", "H", "H", "H", "H", "H", "H", "H", "H", "H", "H", "H", "H", "H", "H", "H", "C", "O", "C", "C", "N", "C", "C", "O", "C", "H", "H", "H", "H", "H", "H", "H", "H", "H", "H", "H", "H", "H", "H", "H", "C", "O", "C", "C", "N", "C", "C", "O", "C", "H", "H", "H", "H", "H", "H", "H", "H", "H", "H", "H", "H", "H", "H", "H", "C", "O", "C", "C", "N", "C", "C", "O", "C", "H", "H", "H", "H", "H", "H", "H", "H", "H", "H", "H", "H", "H", "H", "H", "C", "O", "C", "C", "N", "C", "C", "O", "C", "H", "H", "H", "H", "H", "H", "H", "H", "H", "H", "H", "H", "H", "H", "H"],
  "positions_angstrom": [[12.212, -16.503, -12.719], [11.914, -15.028, -12.696], [12.984, -14.277, -13.161], [10.969, -17.137, -12.357], [12.980, -16.779, -11.997], [12.636, -16.831, -13.669], [11.627, -14.709, -11.694], [11.122, -14.718, -13.377], [12.673, -13.392, -13.362], [11.104, -17.666, -11.566], [10.967, -2.038, -8.125], [10.639, -2.611, -6.670], [10.889, -1.612, -5.794], [12.313, -1.944, -8.384], [10.506, -1.053, -8.198], [10.550, -2.701, -8.883], [11.191, -3.524, -6.445], [9.576, -2.849, -6.690], [11.772, -1.266, -5.942], [12.484, -1.824, -9.321], [15.937, -7.522, -10.831], [15.702, -8.756, -9.993], [14.981, -8.636, -8.774], [16.733, -7.949, -11.980], [16.405, -6.669, -10.340], [14.957, -7.165, -11.148], [16.660, -9.186, -9.698], [15.237, -9.474, -10.669], [14.320, -9.318, -8.915], [17.043, -7.146, -12.404], [17.180, -16.075, -11.440], [15.948, -16.893, -11.635], [15.900, -18.092, -10.933], [18.215, -16.653, -12.267], [17.549, -16.169, -10.419], [16.974, -15.015, -11.585], [15.689, -17.044, -12.682], [15.191, -16.289, -11.136], [15.082, -18.571, -11.086], [18.275, -17.579, -12.018], [12.480, -12.573, -5.981], [13.048, -11.197, -6.362], [12.065, -10.383, -6.908], [11.634, -12.482, -4.765], [13.241, -13.328, -5.784], [11.857, -12.898, -6.813], [13.702, -11.410, -7.207], [13.576, -10.699, -5.548], [11.466, -10.295, -6.163], [11.131, -13.297, -4.702], [8.861, -8.193, -12.819], [10.271, -8.070, -13.414], [10.688, -9.334, -13.841], [7.931, -8.842, -13.699], [8.619, -7.156, -12.584], [9.068, -8.775, -11.922], [10.929, -7.720, -12.619], [10.297, -7.380, -14.257], [11.540, -9.242, -14.274], [8.336, -9.693, -13.879], [6.447, -8.220, -9.798], [4.898, -8.170, -9.954], [4.321, -9.451, -10.268], [6.818, -8.531, -8.525], [6.975, -7.300, -10.049], [6.766, -8.983, -10.509], [4.617, -7.441, -10.713], [4.388, -7.757, -9.084], [3.409, -9.451, -9.967], [6.688, -9.478, -8.430], [10.233, -7.265, -5.825], [9.781, -7.886, -4.512], [10.209, -9.264, -4.453], [10.064, -5.864, -5.674], [9.781, -7.715, -6.709], [11.284, -7.468, -6.033], [8.704, -7.851, -4.347], [10.117, -7.252, -3.691], [10.012, -9.497, -3.542], [9.157, -5.593, -5.511], [16.733, -11.040, -6.920], [17.109, -9.672, -6.280], [15.976, -8.865, -6.299], [16.194, -11.825, -5.899], [17.589, -11.643, -7.224], [15.961, -11.023, -7.690], [17.950, -9.265, -6.841], [17.419, -9.876, -5.256], [15.708, -8.822, -7.220], [15.659, -11.294, -5.304], [20.667, -19.233, -6.814], [20.051, -18.207, -6.127], [20.825, -17.070, -5.922], [19.871, -15.834, -5.835], [19.193, -15.600, -7.178], [18.062, -14.665, -7.046], [16.883, -15.379, -6.424], [16.377, -16.397, -7.323], [15.310, -17.143, -6.852], [20.051, -20.131, -6.850], [21.627, -19.450, -6.347], [20.927, -18.793, -7.777], [21.600, -16.844, -6.655], [21.473, -17.116, -5.047], [20.447, -14.968, -5.509], [19.216, -16.098, -5.006], [18.852, -16.423, -7.655], [17.758, -14.266, -8.014], [18.431, -13.833, -6.447], [16.151, -14.623, -6.140], [17.178, -15.843, -5.483], [15.681, -17.542, -5.908], [15.056, -18.031, -7.429], [14.468, -16.462, -6.722], [10.116, -6.063, -9.546], [10.954, -7.039, -10.197], [11.444, -8.077, -9.316], [11.956, -9.233, -10.298], [12.853, -10.213, -9.688], [13.016, -11.383, -10.640], [13.958, -12.413, -10.090], [13.263, -13.294, -9.208], [13.941, -14.551, -9.063], [9.602, -5.390, -10.232], [10.794, -5.449, -8.952], [9.346, -6.492, -8.905], [10.610, -8.609, -8.859], [12.218, -7.694, -8.651], [12.472, -8.653, -11.063], [11.046, -9.672, -10.708], [12.472, -10.417, -8.775], [13.468, -11.037, -11.570], [12.030, -11.769, -10.901], [14.821, -12.014, -9.557], [14.575, -12.845, -10.878], [13.387, -15.305, -8.505], [14.897, -14.378, -8.568], [14.080, -14.869, -10.096], [17.827, 0.258, -6.121], [17.380, -0.667, -7.139], [17.387, -0.270, -8.503], [16.593, -1.231, -9.474], [17.054, -2.596, -9.292], [16.294, -3.499, -10.194], [15.046, -4.049, -9.493], [15.487, -4.836, -8.389], [14.532, -5.536, -7.660], [17.135, 1.096, -6.035], [18.782, 0.675, -6.443], [17.813, -0.186, -5.126], [18.427, -0.128, -8.799], [16.919, 0.712, -8.441], [16.758, -0.906, -10.501], [15.546, -1.148, -9.185], [16.779, -2.757, -8.334], [16.925, -4.305, -10.570], [15.874, -2.991, -11.061], [14.508, -4.718, -10.165], [14.328, -3.319, -9.117], [13.787, -4.856, -7.247], [15.122, -5.966, -6.851], [14.079, -6.339, -8.241], [7.459, -2.224, -9.577], [8.011, -0.926, -9.402], [7.077, 0.065, -9.006], [7.586, 1.466, -9.238], [7.774, 1.709, -10.674], [8.590, 2.898, -10.812], [9.059, 3.105, -12.253], [10.090, 2.067, -12.613], [10.581, 2.175, -13.989], [6.931, -2.526, -8.673], [8.259, -2.963, -9.622], [6.957, -2.204, -10.544], [6.743, 0.063, -7.968], [6.157, -0.046, -9.579], [8.558, 1.511, -8.747], [6.811, 2.082, -8.782], [8.293, 0.893, -10.963], [9.497, 2.723, -10.234], [8.059, 3.762, -10.413], [9.432, 4.123, -12.363], [8.302, 3.029, -13.034], [10.967, 3.180, -14.159], [9.774, 2.084, -14.715], [11.335, 1.463, -14.328], [12.868, -5.367, -12.321], [12.585, -4.005, -12.371], [11.335, -3.561, -11.867], [11.269, -2.021, -11.875], [12.405, -1.454, -11.215], [12.339, 0.040, -11.174], [13.434, 0.736, -10.205], [14.774, 0.629, -10.751], [15.014, 1.561, -11.822], [12.108, -5.779, -12.985], [12.788, -5.686, -11.282], [13.859, -5.674, -12.653], [11.218, -3.906, -10.840], [10.506, -3.991, -12.428], [10.314, -1.795, -11.402], [11.164, -1.657, -12.897], [13.330, -1.790, -11.442], [11.359, 0.362, -10.821], [12.565, 0.324, -12.202], [13.278, 0.284, -9.226], [13.201, 1.758, -9.908], [14.269, 1.369, -12.594], [15.987, 1.514, -12.311], [14.892, 2.617, -11.580], [13.950, -8.656, -13.950], [13.170, -9.212, -15.049], [13.322, -8.585, -16.318], [12.172, -7.545, -16.681], [12.276, -6.325, -15.842], [11.250, -5.358, -16.219], [11.553, -4.767, -17.610], [12.740, -4.009, -17.584], [13.316, -3.748, -18.855], [13.518, -7.666, -13.805], [15.022, -8.521, -14.100], [13.816, -9.240, -13.040], [13.379, -9.397, -17.043], [14.294, -8.109, -16.445], [11.211, -8.043, -16.554], [12.264, -7.184, -17.705], [13.082, -5.838, -16.207], [11.233, -4.539, -15.499], [10.329, -5.938, -16.156], [10.738, -4.098, -17.885], [11.522, -5.491, -18.424], [14.369, -3.480, -18.770], [12.710, -2.987, -19.348], [13.156, -4.619, -19.490], [3.943, -14.314, -7.590], [5.060, -13.480, -7.466], [4.726, -12.116, -7.110], [6.009, -11.390, -6.900], [6.879, -11.261, -8.096], [8.267, -11.098, -7.623], [9.199, -11.668, -8.759], [8.953, -13.086, -8.952], [9.794, -13.593, -9.919], [4.254, -15.359, -7.588], [3.503, -14.115, -8.568], [3.314, -14.135, -6.719], [4.136, -12.001, -6.201], [4.207, -11.646, -7.945], [6.541, -11.877, -6.083], [5.900, -10.347, -6.603], [6.824, -12.136, -8.598], [8.361, -11.596, -6.657], [8.474, -10.082, -7.289], [10.241, -11.529, -8.473], [8.992, -11.023, -9.613], [9.526, -14.640, -10.063], [10.831, -13.418, -9.632], [9.674, -13.028, -10.843], [13.681, -19.266, -15.713], [13.364, -19.676, -14.390], [14.463, -20.136, -13.543], [13.975, -20.580, -12.196], [13.344, -19.435, -11.548], [12.713, -19.962, -10.307], [12.170, -18.933, -9.365], [11.087, -18.177, -9.941], [10.325, -17.332, -9.030], [12.784, -18.818, -16.141], [13.951, -20.095, -16.368], [14.505, -18.556, -15.776], [15.207, -19.343, -13.467], [15.053, -20.954, -13.957], [14.799, -20.935, -11.578], [13.238, -21.361, -12.384], [12.701, -19.009, -12.199], [13.486, -20.414, -9.686], [11.942, -20.678, -10.590], [12.961, -18.312, -8.945], [11.842, -19.347, -8.412], [9.438, -16.956, -9.540], [10.891, -16.476, -8.661], [9.907, -17.780, -8.128]],
  "lowdin_charge": [-0.214, -0.265, -0.064, -0.070, 0.097, 0.118, 0.101, 0.129, 0.082, 0.014, -0.234, -0.239, -0.026, -0.057, 0.113, 0.087, 0.109, 0.119, 0.098, 0.023, -0.201, -0.210, -0.094, -0.063, 0.110, 0.091, 0.128, 0.111, 0.035, 0.079, -0.210, -0.287, -0.066, -0.072, 0.113, 0.121, 0.125, 0.084, 0.025, 0.076, -0.166, -0.239, -0.077, -0.082, 0.114, 0.108, 0.099, 0.126, 0.068, 0.073, -0.229, -0.268, -0.057, -0.046, 0.116, 0.100, 0.082, 0.098, 0.030, 0.077, -0.268, -0.217, -0.073, -0.085, 0.105, 0.114, 0.102, 0.112, 0.077, 0.010, -0.236, -0.223, -0.063, -0.073, 0.096, 0.121, 0.118, 0.121, 0.089, 0.090, -0.228, -0.231, -0.068, -0.094, 0.109, 0.090, 0.113, 0.125, 0.019, 0.071, -0.118, -0.188, -0.249, -0.160, -0.040, -0.209, -0.203, -0.206, -0.124, 0.094, 0.085, 0.090, 0.116, 0.116, 0.112, 0.099, 0.092, 0.109, 0.110, 0.104, 0.110, 0.089, 0.083, 0.075, -0.083, -0.227, -0.147, -0.168, -0.038, -0.138, -0.219, -0.207, -0.050, 0.069, 0.079, 0.082, 0.107, 0.109, 0.099, 0.104, 0.064, 0.106, 0.110, 0.110, 0.120, 0.079, 0.086, 0.069, -0.076, -0.221, -0.192, -0.210, -0.031, -0.168, -0.207, -0.194, -0.093, 0.075, 0.086, 0.089, 0.119, 0.106, 0.109, 0.092, 0.097, 0.108, 0.103, 0.093, 0.101, 0.084, 0.101, 0.064, -0.084, -0.220, -0.236, -0.214, -0.052, -0.218, -0.151, -0.241, -0.096, 0.098, 0.060, 0.099, 0.126, 0.126, 0.115, 0.131, 0.089, 0.106, 0.131, 0.115, 0.119, 0.083, 0.081, 0.072, -0.101, -0.193, -0.175, -0.106, 0.164, -0.058, -0.120, -0.205, -0.063, 0.077, 0.075, 0.089, 0.096, 0.138, 0.142, 0.164, 0.166, 0.126, 0.125, 0.111, 0.132, 0.070, 0.100, 0.095, -0.051, -0.215, -0.167, -0.154, -0.070, -0.194, -0.237, -0.198, -0.086, 0.058, 0.086, 0.070, 0.120, 0.117, 0.119, 0.100, 0.093, 0.107, 0.115, 0.120, 0.106, 0.094, 0.087, 0.083, -0.112, -0.193, -0.199, -0.200, -0.057, -0.169, -0.158, -0.172, -0.136, 0.088, 0.090, 0.087, 0.125, 0.121, 0.115, 0.124, 0.108, 0.105, 0.104, 0.096, 0.116, 0.085, 0.063, 0.090, -0.108, -0.192, -0.192, -0.210, -0.050, -0.171, -0.197, -0.209, -0.057, 0.088, 0.082, 0.084, 0.109, 0.123, 0.132, 0.125, 0.090, 0.128, 0.128, 0.108, 0.122, 0.087, 0.077, 0.087],
  "total_charge": 1,
  "homo_ev": [-9.38, -9.38],
  "multiplicity": 2,
  "lumo_energy_ev": [-2.1567, -7.4765],
  "s2": 0.755,
  "max_force_ev_per_a": 3.60
}